No. 1
The following is a quantum chemistry calculation of C20H30AsN4O4PRuS5 as an isolated structure, from OMol25.

```
! RIJCOSX wB97M-V def2-TZVPD def2/J DEFGRID3
* xyz 3 2
Ru -0.83 0.64 0.36
O -2.35 2.45 3.72
C -1.72 1.83 2.77
O -2.22 1.52 1.69
C -0.30 1.49 3.09
C 0.33 1.96 4.24
C 1.65 1.62 4.46
C 2.27 0.78 3.54
C 1.56 0.32 2.43
N 0.30 0.70 2.19
C 2.13 -0.68 1.47
O 3.35 -0.99 1.65
O 0.61 -0.50 -0.65
H -3.28 2.63 3.47
H -0.22 2.59 4.93
H 2.18 1.98 5.32
H 3.29 0.49 3.75
H 3.84 -0.52 2.35
C -1.35 1.36 -3.22
As -2.26 0.75 -1.63
C -3.81 1.91 -1.49
C -3.04 -0.91 -2.27
H -2.01 1.27 -4.08
H -0.45 0.77 -3.38
H -1.05 2.40 -3.10
H -4.70 1.38 -1.82
H -3.66 2.78 -2.12
H -3.95 2.23 -0.46
H -3.82 -0.66 -2.99
H -3.48 -1.49 -1.46
H -2.27 -1.50 -2.78
C 2.40 4.82 -1.64
S 0.90 4.82 -2.66
C -0.37 4.90 -1.47
C -0.68 3.94 -0.48
S 0.25 2.53 -0.24
S -2.06 4.33 0.48
C -2.58 5.76 -0.38
S -3.92 6.59 -0.03
S -1.44 6.21 -1.62
H 3.21 4.80 -2.37
H 2.46 3.94 -1.02
H 2.46 5.73 -1.06
C 1.72 -4.67 -1.57
N 0.25 -4.32 -1.32
C -0.13 -4.86 0.06
N 0.70 -4.27 1.05
C 2.12 -4.54 0.77
N 2.52 -4.07 -0.55
C 2.67 -2.62 -0.64
P 1.12 -1.83 -0.06
C 0.08 -2.83 -1.34
C 0.43 -2.86 1.33
H 1.98 -4.30 -2.56
H 1.80 -5.75 -1.54
H -0.33 -4.77 -2.04
H 0.02 -5.94 0.03
H -1.18 -4.64 0.22
H 2.28 -5.62 0.84
H 2.73 -4.06 1.52
H 2.78 -2.31 -1.68
H 3.58 -2.32 -0.12
H 0.33 -2.48 -2.34
H -0.98 -2.62 -1.17
H -0.65 -2.69 1.36
H 0.82 -2.61 2.31
*
```

Values from the calculation:
⟨S²⟩ ... 0.811
Energy above the lowest of the compared OMol25 structures with the same formula, charge and spin ... 80.4 kcal/mol
HOMO-LUMO gap (alpha / beta) ... 0.201 / 0.203 hartree

No. 2
The following is a quantum chemistry calculation of C20H30AuBrN3O2S4SbSi as an isolated structure in a non-equilibrium geometry, from OMol25.

```
! RIJCOSX wB97M-V def2-TZVPD def2/J DEFGRID3
* xyz -2 3
Au 0.79 0.19 0.11
S 3.18 -2.75 2.42
Sb 4.59 -0.93 1.91
S 3.33 0.10 -0.06
S 2.68 -1.22 4.21
S 3.55 0.52 3.65
C -1.71 3.62 -1.01
Si -0.17 2.60 -1.53
C 0.69 3.61 -2.82
C -0.59 1.03 -2.46
N 0.68 2.16 -0.04
C 1.59 2.91 0.67
C 2.66 3.66 0.09
C 3.59 4.41 0.81
C 3.47 4.37 2.23
C 2.48 3.59 2.83
C 1.59 2.82 2.07
H -2.45 3.79 -1.77
H -1.30 4.57 -0.62
H -2.20 3.06 -0.21
H 0.06 4.04 -3.58
H 1.54 3.11 -3.31
H 1.13 4.51 -2.26
H -0.65 1.40 -3.50
H -1.52 0.72 -2.05
H 0.21 0.25 -2.43
H 2.83 3.71 -0.98
H 4.25 5.12 0.33
H 4.04 5.04 2.86
H 2.41 3.52 3.90
H 0.91 2.22 2.63
Br -6.27 1.95 2.37
C -5.56 0.29 2.08
C -6.33 -0.92 2.04
C -5.76 -2.11 1.60
C -4.43 -2.13 1.28
C -3.67 -0.99 1.35
C -4.19 0.22 1.81
C -2.24 -0.96 0.76
O -1.91 -2.04 0.32
O -1.58 0.12 0.80
H -7.33 -0.92 2.40
H -6.40 -3.03 1.46
H -3.93 -3.01 0.93
H -3.47 1.06 1.75
C 1.97 -3.57 -2.95
C 1.32 -3.63 -1.53
C 2.02 -4.38 -0.34
C -0.10 -4.14 -1.68
N 1.35 -2.24 -1.15
N 0.61 -1.88 0.04
H 2.08 -4.59 -3.38
H 2.92 -3.03 -2.87
H 1.32 -3.04 -3.65
H 1.97 -5.51 -0.50
H 1.34 -4.18 0.53
H 3.02 -4.00 -0.19
H 0.09 -5.12 -2.07
H -0.66 -3.55 -2.39
H -0.73 -4.31 -0.84
H 2.28 -1.93 -0.98
H 1.09 -2.22 0.88
H -0.46 -1.98 0.00
*
```

Values from the calculation:
⟨S²⟩ ... 2.013
Energy above the lowest of the compared OMol25 structures with the same formula, charge and spin ... 0.0 kcal/mol
HOMO-LUMO gap (alpha / beta) ... 0.148 / 0.172 hartree

No. 3
The following is a quantum chemistry calculation of C20H30AuFN3O7PS as an isolated structure in a non-equilibrium geometry, from OMol25.

```
! RIJCOSX wB97M-V def2-TZVPD def2/J DEFGRID3
* xyz 2 1
Au 0.31 0.50 -4.03
C -4.01 2.63 2.00
C -2.65 3.25 1.75
N -1.87 2.46 0.81
C -1.95 2.76 -0.49
C -1.22 2.15 -1.48
C -1.57 2.59 -2.92
O -2.37 3.50 -2.99
O -1.03 2.01 -3.90
C -0.22 1.20 -1.13
O 0.71 0.76 -1.84
C -0.31 0.74 0.25
C 0.43 -0.39 0.61
C 0.43 -0.82 1.91
F 1.19 -1.89 2.21
C -0.31 -0.16 2.91
C -1.10 0.91 2.52
C -1.11 1.39 1.21
N -0.28 -0.50 4.27
C 0.31 0.52 5.12
C -0.10 0.29 6.57
N 0.37 -1.06 6.98
C -0.24 -2.09 6.11
C 0.14 -1.83 4.66
H -4.58 3.27 2.67
H -3.93 1.64 2.46
H -4.56 2.54 1.07
H -2.08 3.36 2.68
H -2.77 4.25 1.32
H -2.63 3.55 -0.77
H 1.02 -0.90 -0.13
H -1.72 1.37 3.28
H -0.03 1.51 4.81
H 1.41 0.51 5.04
H -1.19 0.31 6.66
H 0.34 1.06 7.22
H 0.15 -1.23 7.97
H 1.39 -1.10 6.89
H -1.33 -2.05 6.25
H 0.11 -3.08 6.41
H -0.37 -2.56 4.03
H 1.23 -1.98 4.54
C 3.06 -1.86 -2.18
P 3.20 -1.15 -3.85
C 3.91 -2.38 -4.97
C 4.31 0.28 -3.70
O 1.85 -0.78 -4.44
H 3.98 -2.39 -1.93
H 2.23 -2.56 -2.15
H 2.91 -1.06 -1.46
H 4.88 -2.70 -4.61
H 4.01 -1.93 -5.96
H 3.22 -3.22 -5.04
H 5.24 -0.01 -3.21
H 3.80 1.04 -3.10
H 4.52 0.69 -4.68
C -2.43 -1.03 -7.20
S -1.37 -1.83 -5.90
O -2.13 -2.97 -5.48
O -0.12 -2.06 -6.58
O -1.31 -0.77 -4.87
H -2.42 -1.72 -8.03
H -1.95 -0.09 -7.43
H -3.41 -0.91 -6.76
*
```

Values from the calculation:
Energy above the lowest of the compared OMol25 structures with the same formula, charge and spin ... 64.3 kcal/mol
HOMO-LUMO gap (alpha / beta) ... 0.196 / 0.192 hartree

No. 4
The following is a quantum chemistry calculation of C20H30BF2N4O5PReS5Sb as an isolated structure, from OMol25.

```
! RIJCOSX wB97M-V def2-TZVPD def2/J DEFGRID3
* xyz 2 1
Re 0.89 -0.16 0.97
S -0.88 -0.73 6.05
Sb 0.48 0.50 4.89
S 1.56 -1.50 2.40
S -0.65 0.91 2.71
S 2.41 1.50 4.84
F -3.21 0.22 3.43
B -2.08 -0.27 3.01
F -1.94 -1.55 2.77
S 4.80 2.08 1.41
C 3.63 0.91 1.08
N 2.38 1.29 1.16
C 2.29 2.67 1.46
C 1.14 3.46 1.55
C 1.30 4.79 1.87
C 2.56 5.36 2.08
C 3.70 4.60 1.96
C 3.54 3.25 1.64
H 3.91 -0.11 0.86
H 0.17 3.06 1.35
H 0.42 5.42 1.95
H 2.64 6.41 2.33
H 4.68 5.03 2.10
C -0.81 -2.63 -1.93
C -1.30 -2.39 -0.52
C -0.71 -3.39 0.44
C -2.82 -2.36 -0.45
O -0.84 -1.00 -0.03
P -1.32 0.44 -0.72
O -1.39 0.40 -2.18
O -0.14 1.24 -0.07
O -2.62 0.74 0.09
C -3.68 1.74 -0.33
C -4.48 1.96 0.93
C -2.98 3.00 -0.79
C -4.50 1.09 -1.43
H -1.32 -3.52 -2.31
H 0.26 -2.84 -1.95
H -1.05 -1.80 -2.60
H -0.96 -4.39 0.08
H -1.11 -3.28 1.45
H 0.38 -3.32 0.46
H -3.19 -3.36 -0.67
H -3.23 -1.67 -1.19
H -3.16 -2.08 0.54
H -3.86 2.38 1.72
H -4.92 1.02 1.28
H -5.29 2.65 0.72
H -2.35 3.41 0.00
H -3.74 3.75 -1.03
H -2.39 2.83 -1.69
H -4.96 0.17 -1.07
H -3.89 0.88 -2.31
H -5.30 1.77 -1.72
C 1.96 -0.25 -3.36
N 2.43 -1.48 -2.71
C 2.94 -2.52 -3.42
C 3.33 -3.66 -2.82
C 3.19 -3.73 -1.40
N 2.69 -2.70 -0.70
C 2.32 -1.62 -1.35
O 1.87 -0.58 -0.75
N 3.55 -4.82 -0.73
H 2.00 -0.41 -4.44
H 2.61 0.58 -3.09
H 0.94 -0.03 -3.05
H 3.00 -2.37 -4.49
H 3.74 -4.49 -3.39
H 3.95 -5.62 -1.19
H 3.45 -4.84 0.28
*
```

Values from the calculation:
Energy above the lowest of the compared OMol25 structures with the same formula, charge and spin ... 0.0 kcal/mol
HOMO-LUMO gap ... 0.248 hartree

No. 5
The following is a quantum chemistry calculation of C20H30CdN5O4Si as an isolated structure, from OMol25.

```
! RIJCOSX wB97M-V def2-TZVPD def2/J DEFGRID3
* xyz -1 1
Cd 0.62 1.12 -0.17
O -1.20 4.06 -2.79
C -0.69 3.36 -1.91
O 0.18 2.44 -2.03
C -1.24 3.57 -0.49
C -2.30 4.41 -0.21
C -2.75 4.49 1.11
C -2.13 3.73 2.10
C -1.08 2.91 1.74
N -0.66 2.86 0.48
C -0.38 1.97 2.73
O -0.62 2.16 3.92
O 0.36 1.08 2.20
H -2.75 4.97 -1.02
H -3.58 5.13 1.36
H -2.45 3.75 3.13
C 3.91 2.64 0.83
C 3.98 1.26 0.23
C 5.18 0.59 0.07
C 5.14 -0.70 -0.47
C 3.95 -1.27 -0.84
C 2.74 -0.53 -0.71
N 2.82 0.72 -0.14
N 1.51 -0.90 -1.07
Si 1.14 -2.14 -2.18
C 2.21 -2.11 -3.72
C 1.27 -3.87 -1.47
C -0.64 -1.90 -2.75
H 4.58 2.73 1.68
H 2.90 2.86 1.15
H 4.21 3.39 0.09
H 6.11 1.05 0.38
H 6.06 -1.26 -0.57
H 3.91 -2.28 -1.23
H 3.26 -2.29 -3.49
H 2.14 -1.13 -4.21
H 1.88 -2.87 -4.43
H 2.31 -4.20 -1.40
H 0.74 -4.59 -2.11
H 0.84 -3.93 -0.46
H -0.88 -0.84 -2.81
H -1.37 -2.40 -2.10
H -0.76 -2.32 -3.76
C -1.94 -2.69 1.44
C -2.81 -1.43 1.62
C -3.14 -1.25 3.10
C -4.09 -1.57 0.81
N -2.11 -0.19 1.23
N -1.55 -0.16 -0.07
H -2.47 -3.57 1.81
H -1.00 -2.59 2.00
H -1.69 -2.87 0.39
H -3.79 -2.06 3.45
H -3.65 -0.30 3.25
H -2.23 -1.25 3.71
H -4.64 -2.46 1.10
H -3.87 -1.65 -0.26
H -4.72 -0.69 0.97
H -1.34 -0.01 1.87
H -2.27 0.07 -0.75
H -1.13 -1.05 -0.34
*
```

Values from the calculation:
HOMO-LUMO gap ... 0.282 hartree

No. 6
The following is a quantum chemistry calculation of C20H30ClMnO2 as an isolated structure in a non-equilibrium geometry, from OMol25.

```
! RIJCOSX wB97M-V def2-TZVPD def2/J DEFGRID3
* xyz 0 5
O 1.18 1.69 -1.62
C 0.50 1.81 -2.88
C 1.44 0.79 -3.54
H 0.56 2.82 -3.30
H -0.54 1.49 -2.71
C 1.96 0.58 -2.10
H 2.14 1.20 -4.30
H 0.96 -0.14 -3.89
C 3.42 0.86 -1.80
H 3.77 1.88 -2.05
H 4.01 0.15 -2.38
H 3.61 0.63 -0.74
C 1.55 -0.81 -1.61
H 0.49 -1.00 -1.85
H 1.69 -0.98 -0.52
H 2.16 -1.49 -2.26
Mn -1.40 -1.78 0.92
C -2.26 -3.57 -0.47
C -3.29 -2.94 0.28
C -3.30 -1.54 -0.06
H -4.03 -3.46 0.91
C -2.19 -1.31 -0.99
C -1.55 -2.60 -1.22
H -0.76 -2.80 -1.94
H -2.10 -4.65 -0.54
H -4.02 -0.79 0.26
H -1.97 -0.40 -1.53
C -1.01 -4.12 2.06
C 0.03 -4.19 1.10
C 0.82 -3.02 1.13
H 0.26 -5.06 0.48
C 0.22 -2.12 2.12
C -0.96 -2.84 2.70
H -1.46 -2.57 3.61
H -1.72 -4.91 2.28
H 1.82 -2.88 0.72
H 0.66 -1.23 2.51
O 0.35 2.21 0.82
C 1.55 3.05 0.50
C 1.32 4.51 0.84
H 1.78 3.09 -0.57
H 2.48 2.64 0.97
C -0.05 4.55 1.55
H 1.24 5.06 -0.10
H 2.14 4.99 1.39
C -0.48 3.08 1.65
H -0.73 5.12 0.91
H -0.02 5.03 2.52
H -1.56 2.94 1.44
H -0.34 2.79 2.72
Cl -3.17 -0.71 2.89
C -1.86 -0.07 1.92
H -2.22 0.67 1.18
H -1.09 0.38 2.57
*
```

Values from the calculation:
⟨S²⟩ ... 6.153
HOMO-LUMO gap (alpha / beta) ... 0.260 / 0.305 hartree

No. 7
The following is a quantum chemistry calculation of one molecule with the formula C20H30ClN3O3, from OMol25.

```
! RIJCOSX wB97M-V def2-TZVPD def2/J DEFGRID3
* xyz 0 1
C 0.96 0.81 -5.56
C 1.00 0.59 -4.05
C -0.01 1.44 -3.28
C 0.33 2.93 -3.37
C -0.08 0.99 -1.81
C -1.06 1.85 -0.99
C -1.39 1.18 0.33
O -2.36 0.43 0.43
N -0.53 1.43 1.34
C -0.61 0.86 2.70
C -1.90 1.31 3.38
O -2.00 2.72 3.48
C -0.45 -0.66 2.67
C 1.03 -0.88 2.36
C 1.77 0.36 2.92
C 2.78 0.02 4.01
C 0.65 1.29 3.44
N -0.47 -0.40 -1.69
C 0.40 -1.36 -1.29
O 1.61 -1.19 -1.29
C -0.19 -2.66 -0.84
C 0.58 -3.81 -0.96
N 0.17 -5.01 -0.56
C -1.04 -5.10 -0.01
C -1.87 -4.01 0.15
Cl -3.42 -4.21 0.90
C -1.46 -2.76 -0.27
H 1.63 0.11 -6.06
H -0.04 0.65 -5.95
H 1.28 1.81 -5.84
H 0.81 -0.46 -3.84
H 2.01 0.80 -3.66
H -1.00 1.28 -3.72
H 1.27 3.14 -2.84
H 0.46 3.24 -4.41
H -0.45 3.56 -2.95
H 0.92 1.06 -1.38
H -0.65 2.84 -0.83
H -2.01 1.96 -1.53
H 0.20 2.09 1.17
H -2.76 0.88 2.87
H -1.89 0.92 4.41
H -2.44 3.05 2.69
H -0.69 -1.03 3.67
H -1.13 -1.14 1.97
H 1.41 -1.81 2.79
H 1.19 -0.95 1.28
H 2.31 0.86 2.10
H 2.30 -0.52 4.82
H 3.59 -0.60 3.62
H 3.23 0.93 4.43
H 0.87 2.35 3.33
H 0.49 1.11 4.50
H -1.46 -0.59 -1.57
H 1.57 -3.74 -1.38
H -1.36 -6.08 0.31
H -2.09 -1.89 -0.11
*
```

Values from the calculation:
Energy above the lowest of the compared OMol25 structures with the same formula, charge and spin ... 0.6 kcal/mol
HOMO-LUMO gap ... 0.365 hartree